(1)
Molecular formula: C4H9NO2
Method: DFT, the ωB97M-V functional and the def2-TZVPD basis

The geometry in XYZ format:
```
16
Properties=species:S:1:pos:R:3:forces:R:3
O 0.684 -1.072 1.054 -0.10 0.20 -0.18
O 0.978 0.619 -0.496 -0.10 0.03 0.08
N -0.672 -1.005 -0.908 -0.19 0.03 0.02
C -1.754 -0.889 -0.146 -0.11 -0.15 -0.03
C 2.357 0.254 -0.545 0.31 -0.04 -0.04
C -1.081 0.868 0.869 0.03 0.16 0.09
C 0.231 -0.322 0.204 0.08 -0.11 0.18
H -2.737 -0.647 -0.554 0.16 0.03 0.04
H -0.700 -0.443 -1.754 0.03 -0.08 0.06
H -0.560 1.039 1.814 -0.04 -0.03 -0.12
H -1.717 -1.419 0.802 -0.03 0.10 -0.09
H -1.012 1.740 0.214 -0.01 -0.14 0.05
H -2.145 0.758 1.147 0.12 -0.06 -0.06
H 2.482 -0.796 -0.828 -0.02 0.16 0.00
H 2.835 0.413 0.426 -0.08 -0.03 -0.13
H 2.810 0.901 -1.299 -0.07 -0.07 0.13
```
Positions in Å, forces in eV/Å.

Calculated values
M, g/mol: 103.1
Energy, Ha: -362.8801
LUMO level, eV: -0.14
Energy above the lowest of the compared OMol25 structures with the same formula, charge and spin, kJ/mol: 539.4

***

(2)
Molecular formula: C4H9NO2
Method: DFT, the ωB97M-V functional and the def2-TZVPD basis

The geometry in XYZ format:
```
16
Properties=species:S:1:pos:R:3:forces:R:3
O 1.355 -0.883 1.616 -0.07 0.46 -0.59
O -0.459 1.497 1.752 -0.11 0.24 -0.10
N 0.856 0.394 -0.339 0.24 -0.37 0.55
C 1.120 -0.027 -1.709 0.10 -0.11 -0.29
C -1.271 0.608 2.488 -0.26 -0.15 0.26
C 1.124 -0.266 0.650 0.20 -0.29 0.06
C -0.042 -0.855 -2.236 -0.05 -0.04 -0.05
H -0.519 1.315 0.804 -0.02 0.09 0.31
H 1.265 0.875 -2.310 -0.05 -0.12 0.08
H -1.656 1.161 3.348 -0.06 -0.14 -0.04
H -0.695 -0.253 2.859 -0.08 0.18 -0.09
H -0.969 -0.273 -2.213 0.13 -0.08 -0.02
H 0.147 -1.174 -3.265 -0.03 0.04 0.10
H 2.053 -0.599 -1.739 -0.09 0.05 -0.12
H -0.186 -1.746 -1.616 0.03 0.11 -0.12
H -2.124 0.226 1.910 0.12 0.12 0.07
```
Positions in Å, forces in eV/Å.

Calculated values
M, g/mol: 103.1
Energy, Ha: -363.0230
SMILES: CCN=C=O.CO
LUMO level, eV: 0.71
Energy above the lowest of the compared OMol25 structures with the same formula, charge and spin, kJ/mol: 164.2

***

(3)
Molecular formula: C4H9NO2
Method: DFT, the ωB97M-V functional and the def2-TZVPD basis

The geometry in XYZ format:
```
16
Properties=species:S:1:pos:R:3:forces:R:3
O 1.379 1.365 1.478 -0.30 -0.92 1.04
O 1.413 2.010 0.237 -0.27 2.37 -1.44
N 1.404 0.652 0.248 1.48 -1.26 0.23
C 0.274 -0.403 -1.576 -1.11 -0.14 0.01
C -1.098 0.786 0.234 -1.20 1.20 3.35
C 0.094 -1.228 0.797 0.52 -1.47 0.41
C 0.151 0.008 -0.110 -0.59 0.22 1.56
H -2.025 0.233 0.105 0.16 -0.42 -0.54
H 1.002 -1.923 0.689 -1.06 1.25 0.17
H 1.112 0.203 -2.072 -1.13 -1.55 0.42
H -0.068 -0.990 1.921 0.08 -0.41 -2.07
H -1.275 1.773 -0.168 0.46 0.17 -0.68
H -1.178 0.997 1.406 0.61 -0.47 -2.29
H -0.733 -0.143 -2.019 1.30 -0.25 -0.02
H 0.285 -1.544 -1.482 0.82 1.59 -1.24
H -0.734 -1.795 0.311 0.23 0.08 1.11
```
Positions in Å, forces in eV/Å.

Calculated values
M, g/mol: 103.1
Energy, Ha: -362.7967
SMILES: CC(C)(C)n1oo1
LUMO level, eV: 0.86
Energy above the lowest of the compared OMol25 structures with the same formula, charge and spin, kJ/mol: 758.4

***

(4)
Molecular formula: C4H9NO2
Method: DFT, the ωB97M-V functional and the def2-TZVPD basis

The geometry in XYZ format:
```
16
Properties=species:S:1:pos:R:3:forces:R:3
O -0.850 1.650 -1.635 -0.05 0.16 -0.27
O 0.753 -2.151 1.354 0.20 0.30 -0.08
N 2.229 -0.517 1.851 0.01 -0.01 0.10
C 0.744 -0.234 -0.084 0.00 -0.04 -0.06
C -0.743 0.057 0.137 -0.08 0.00 0.09
C 1.240 -1.064 1.090 -0.07 -0.09 0.04
C -1.476 0.490 -1.116 -0.16 -0.36 0.20
H -1.458 -0.334 -1.849 0.04 0.18 0.09
H -1.301 1.891 -2.453 0.13 0.03 0.14
H -0.851 0.829 0.911 -0.02 -0.09 -0.11
H 0.867 -0.839 -0.991 0.00 0.03 0.14
H 1.313 0.691 -0.225 -0.08 -0.17 0.07
H 2.464 -0.986 2.713 0.02 0.04 -0.15
H -1.208 -0.859 0.518 -0.01 0.15 -0.07
H -2.529 0.691 -0.863 0.16 -0.02 -0.07
H 2.555 0.424 1.712 -0.09 -0.11 -0.05
```
Positions in Å, forces in eV/Å.

Calculated values
M, g/mol: 103.1
Energy, Ha: -363.0644
SMILES: NC(=O)CCCO
LUMO level, eV: 0.86
Energy above the lowest of the compared OMol25 structures with the same formula, charge and spin, kJ/mol: 55.4

***

> energy of number 3 (C4H9NO2)?

-362.7967 Ha